(1)
19
Properties=species:S:1:pos:R:3:forces:R:3:nbo_charge:R:1 method="wB97M-V/def2-TZVPD" e_tot_ha=-344.311792 mol_weight_da=111.2 e_homo_ev=-13.5 total_charge=+1 fmax_ev_per_a=3.45
C 4.476122 0.651806 -1.324626 -3.293 -0.596 0.839 0.08
C 3.353169 0.485425 -0.887066 1.681 -0.010 -0.897 -0.14
C -2.007218 -0.244189 -0.096102 1.345 -2.183 0.157 0.53
C -3.344663 0.249570 0.255226 -0.375 -0.061 3.242 -0.69
C 1.742573 -0.296145 0.964209 1.484 -0.413 -0.227 -0.75
C 2.493934 0.615863 0.157420 -1.918 0.321 2.775 0.12
N -1.085995 -0.535816 0.792840 1.095 0.459 -2.241 -0.76
N -1.837327 -0.411893 -1.424864 -0.572 -0.950 -1.857 -0.78
H 5.398029 0.733165 -1.724801 2.543 0.184 -1.138 0.24
H -4.229433 -0.301142 -0.197047 1.219 0.939 0.463 0.26
H -3.317304 0.132502 1.459126 -0.857 0.654 -2.857 0.24
H -3.226783 1.325349 -0.024151 -0.967 -0.642 0.362 0.27
H 1.919321 -0.042099 2.062768 -0.697 -0.200 -1.370 0.29
H 0.434971 -0.319352 0.832844 -0.329 0.048 -0.356 0.40
H 1.973522 -1.354010 0.707674 -0.241 0.616 0.319 0.26
H 2.513205 1.646033 0.545079 -0.204 -0.227 -0.229 0.24
H -1.413350 -0.726551 1.699955 -0.661 0.496 1.337 0.38
H -2.736879 -0.639910 -1.894491 1.005 0.860 0.376 0.40
H -1.105897 -0.968613 -1.903994 -0.258 0.704 1.303 0.41

=====

(2)
43
Properties=species:S:1:pos:R:3:forces:R:3:nbo_charge:R:1 method="wB97M-V/def2-TZVPD" e_tot_ha=-1630.708829 mol_weight_da=393.4 e_homo_ev=-8.1 fmax_ev_per_a=1.33
N -4.704858 -0.306978 0.011461 -0.572 0.140 -0.392 -0.65
N -3.398758 -0.740969 0.245387 0.145 -0.547 -0.049 -0.27
C -2.509078 0.048991 0.882759 0.014 0.616 0.317 0.32
S -3.071853 1.630018 1.463034 -0.084 0.137 0.124 0.21
C -2.644039 2.564542 -0.080684 -0.186 -0.337 0.254 -0.50
C -1.229144 2.300448 -0.460492 0.226 0.192 -0.184 -0.05
C -0.195169 2.956186 0.192378 -0.196 -0.012 -0.134 -0.20
C 1.140435 2.660090 -0.060203 0.227 -0.179 -0.193 -0.25
C 1.399728 1.667285 -0.973075 -0.511 -0.187 -0.275 0.24
C 0.366136 1.003226 -1.636211 0.364 0.341 0.315 0.30
C -0.951173 1.306438 -1.407325 0.232 0.093 -0.176 -0.29
O 0.894992 0.058094 -2.471867 -0.514 0.105 0.084 -0.49
C 2.296025 0.149960 -2.321501 0.908 -0.740 -0.634 0.24
O 2.601062 1.162850 -1.386373 -0.122 0.380 0.361 -0.48
N -1.259991 -0.227284 1.065683 0.258 -0.034 0.336 -0.51
C -0.840426 -1.377170 0.504234 -1.051 -0.525 -0.487 0.37
C -1.672448 -2.285270 -0.174005 0.577 0.394 0.332 -0.29
C -0.795010 -3.306123 -0.598554 -0.058 0.256 0.111 0.02
N 0.430226 -3.036816 -0.229411 0.325 -0.683 -0.313 -0.24
N 0.418136 -1.870089 0.444049 -0.823 0.094 -0.006 -0.20
C 1.614514 -1.309164 0.907844 0.785 0.255 0.210 0.20
C 2.815197 -1.924050 0.563641 -0.096 -0.059 -0.040 -0.25
C 4.010373 -1.371299 0.981452 -0.029 0.033 0.015 -0.20
C 4.015950 -0.213004 1.741497 0.082 0.094 0.060 -0.22
C 2.818005 0.387242 2.089707 0.124 -0.098 -0.022 -0.19
C 1.612809 -0.152682 1.678976 -0.118 -0.091 0.046 -0.26
C -3.062610 -2.010126 -0.319615 -0.146 0.264 0.200 0.64
O -3.944170 -2.660293 -0.843162 -0.022 -0.229 -0.191 -0.62
H -5.173939 -0.065401 0.880701 0.223 -0.185 -0.068 0.37
H -5.175395 -1.091414 -0.449400 0.205 0.131 0.206 0.40
H -3.351845 2.246947 -0.844540 0.015 0.126 -0.051 0.23
H -2.821128 3.602585 0.192021 -0.044 0.024 -0.045 0.24
H -0.435283 3.708737 0.927717 -0.033 0.092 0.107 0.21
H 1.940149 3.171344 0.447334 0.128 0.079 0.086 0.23
H -1.738679 0.785806 -1.929168 -0.149 -0.097 -0.060 0.23
H 2.754108 0.395822 -3.292845 -0.149 0.026 0.221 0.16
H 2.692011 -0.812993 -1.962747 -0.143 0.245 -0.019 0.17
H -1.021966 -4.194821 -1.151263 0.012 -0.211 -0.120 0.22
H 2.787535 -2.826611 -0.026367 0.036 -0.034 -0.021 0.24
H 4.941427 -1.845721 0.709537 0.067 -0.052 -0.022 0.22
H 4.951928 0.219000 2.061639 0.085 0.040 0.034 0.21
H 2.817069 1.286437 2.687059 -0.013 0.089 0.055 0.21
H 0.679146 0.316231 1.940719 0.017 0.054 0.026 0.26

=====

(3)
49
Properties=species:S:1:pos:R:3:forces:R:3:nbo_charge:R:1 method="wB97M-V/def2-TZVPD" e_tot_ha=-1427.333202 mol_weight_da=444.2 e_homo_ev=-11.5 total_charge=+1 fmax_ev_per_a=4.83
C 1.741464 -1.256357 -2.827926 0.532 -1.704 -0.114 -1.06
Sn 0.897078 -2.629469 -1.420155 -2.976 3.763 -0.572 1.84
N -1.691579 -3.182574 0.041078 0.126 -0.344 0.017 -1.08
N -0.830968 -2.752779 -3.008428 -0.273 -0.982 -1.132 -1.04
H -2.269044 -2.339227 -0.072925 0.524 -0.376 0.071 0.40
H 1.818179 -3.678615 -0.528058 -0.307 -0.565 0.318 -0.13
H 2.670534 -1.263289 -2.264566 0.651 1.188 -0.573 0.23
H 1.194609 -0.293663 -3.034307 0.666 -1.457 0.449 0.28
H 1.887434 -1.970809 -3.645228 0.380 0.923 -0.632 0.21
H -1.421071 -1.893783 -2.996498 0.867 -0.599 0.535 0.45
H -1.480526 -3.550693 -3.121660 0.434 0.470 0.208 0.41
H -0.295251 -2.720322 -3.897157 -0.546 0.063 0.559 0.41
H -2.249291 -3.978449 -0.277961 0.122 0.209 0.282 0.37
H -1.555687 -3.300357 1.052413 -0.119 0.039 -0.496 0.39
O -0.270908 -0.975834 -1.135292 0.380 0.346 1.103 -1.30
Si -0.009836 0.328471 -0.117120 -0.922 -0.313 0.334 1.96
C 1.446929 -0.137826 0.955472 0.200 0.636 -0.278 -0.48
C 2.723267 0.379092 0.693248 0.353 -0.551 0.101 -0.22
C 3.844203 -0.173734 1.323228 0.258 0.157 -0.142 -0.21
C 3.705896 -1.203083 2.255918 -0.221 0.137 -0.012 -0.21
C 2.420699 -1.638174 2.590505 0.017 -0.031 0.039 -0.20
C 1.297975 -1.088223 1.966531 0.457 -0.595 -0.050 -0.25
C 0.075876 2.073753 -0.783454 0.317 -0.536 -0.490 -0.57
C 1.101515 2.468280 -1.643715 0.001 0.639 -0.293 -0.13
C 1.210792 3.800698 -2.051289 -0.139 -0.199 -0.153 -0.23
C 0.271953 4.744864 -1.639676 0.165 0.122 0.462 -0.19
C -0.758634 4.358886 -0.785685 -0.058 -0.369 -0.186 -0.21
C -0.863176 3.026722 -0.379527 -0.149 0.262 0.046 -0.17
C -1.496588 0.383693 0.980087 -0.510 -0.548 0.238 -0.54
C -1.356273 0.803820 2.301460 -0.767 0.050 0.428 -0.15
C -2.453010 0.805125 3.179732 0.171 -0.118 -0.251 -0.22
C -3.689599 0.290346 2.768069 0.432 0.171 0.162 -0.21
C -3.816711 -0.188817 1.465983 -0.132 0.052 -0.374 -0.20
C -2.749625 -0.087183 0.559032 -0.331 -0.194 0.676 -0.23
H 2.846681 1.196512 -0.020074 0.023 -0.274 0.177 0.22
H 4.843038 0.190687 1.063452 -0.364 -0.063 0.176 0.23
H 4.586209 -1.634617 2.746531 -0.406 0.176 -0.260 0.23
H 2.289145 -2.422879 3.331451 0.039 0.183 -0.014 0.22
H 0.302706 -1.419039 2.260708 0.153 -0.027 -0.093 0.22
H 1.806644 1.733231 -2.032951 0.002 0.210 0.136 0.19
H 2.007844 4.099741 -2.720139 0.029 -0.020 0.025 0.22
H 0.375853 5.798225 -1.919450 -0.056 -0.469 -0.049 0.23
H -1.509294 5.072802 -0.460489 0.148 -0.036 -0.035 0.22
H -1.699587 2.724475 0.251946 0.280 0.171 -0.114 0.23
H -0.379598 1.126901 2.654959 -0.180 0.079 0.038 0.21
H -2.319336 1.182346 4.191938 -0.095 -0.106 -0.174 0.22
H -4.533551 0.268118 3.468119 0.381 -0.060 -0.364 0.23
H -4.761605 -0.645167 1.149341 0.329 0.305 0.060 0.22
H -2.905775 -0.431824 -0.467471 0.115 0.184 0.211 0.20

=====

(4)
8
Properties=species:S:1:pos:R:3:forces:R:3:nbo_charge:R:1 method="wB97M-V/def2-TZVPD" e_tot_ha=-643.191914 mol_weight_da=93.1 e_homo_ev=-8.5 fmax_ev_per_a=2.29
C -0.310766 0.189535 -0.203403 0.940 -1.408 -0.165 -0.79
S -0.180436 -1.039532 -1.528856 1.075 -0.276 0.109 0.52
O -1.616365 -1.790511 -1.542526 -2.233 -0.355 0.390 -0.65
N -2.136651 -2.425388 -0.207613 -0.164 -0.096 0.145 0.41
O -3.262009 -2.673895 -0.247031 1.572 0.517 -0.758 -0.19
H -0.241468 -0.408355 0.759984 -0.093 1.434 -0.979 0.23
H -1.251999 0.689875 -0.391061 0.017 0.503 0.474 0.23
H 0.607039 0.800260 -0.451103 -1.115 -0.319 0.783 0.24

=====

(5)
21
Properties=species:S:1:pos:R:3:forces:R:3:nbo_charge:R:1 method="wB97M-V/def2-TZVPD" e_tot_ha=-477.494888 mol_weight_da=127.1 e_homo_ev=-9.5 fmax_ev_per_a=4.56
C -1.111906 -1.066815 0.684550 1.708 -4.063 1.152 0.01
N -0.730790 -1.329459 -0.674372 0.289 3.632 1.789 -0.32
C 0.692151 -1.280008 -0.969682 -0.275 -1.437 -1.416 -0.27
C 1.464605 0.060734 -0.976403 0.528 1.328 -0.348 -0.60
O -0.240284 -1.685214 1.563464 0.079 0.875 -0.648 -0.69
H -1.126891 0.030102 0.900173 -0.287 0.513 -0.081 0.32
H -2.059641 -1.524566 1.020576 -0.683 0.698 -0.872 0.26
H 1.225105 -1.984974 -0.327026 -0.238 -0.076 -0.303 0.25
H 0.663364 -1.544244 -2.066376 0.586 -0.295 0.987 0.23
H 1.467533 0.574992 -0.003286 -0.313 -0.318 -0.135 0.26
H 2.531279 -0.055599 -1.275512 -0.718 -0.666 0.303 0.23
H 1.059608 0.719465 -1.753397 -0.152 -0.077 0.498 0.24
H -0.868929 1.926512 -0.328876 -0.627 -0.085 -0.294 0.44
H -0.054804 1.711096 0.961032 0.274 0.653 0.045 0.48
O -0.312245 2.421859 0.321724 1.284 1.166 1.978 -0.82
H -1.183223 -0.503020 -1.128697 -0.785 0.063 -1.670 0.44
H -1.701594 1.829548 -1.825681 -0.116 -0.347 -0.214 0.47
O -1.235711 1.166409 -1.293688 -0.652 -1.448 -1.177 -0.89
H 0.806820 0.844466 3.044353 -0.157 0.010 0.016 0.47
H 0.279457 -0.839760 1.913060 0.163 0.179 0.986 0.50
O 0.436102 0.528467 2.214071 0.091 -0.307 -0.596 -1.00

=====

(6)
48
Properties=species:S:1:pos:R:3:forces:R:3:nbo_charge:R:1 method="wB97M-V/def2-TZVPD" e_tot_ha=-2033.620788 mol_weight_da=604.5 e_homo_ev=-13.3 total_charge=+2 fmax_ev_per_a=1.07
Au 0.091433 0.484409 -0.054472 0.281 0.205 -1.010 1.39
C 4.411955 0.531759 0.251663 0.028 0.071 -0.011 -0.20
C 4.673915 1.885228 0.230732 0.003 -0.062 0.003 -0.10
C 3.616574 2.785664 0.127178 -0.138 -0.065 0.023 -0.18
C 2.328423 2.308455 0.032093 0.027 0.073 0.043 0.15
N 2.095018 0.959462 0.017978 -0.456 -0.020 -0.086 -0.45
C 3.098833 0.098060 0.150624 -0.091 -0.076 0.054 0.12
C 1.131098 3.173027 -0.039422 -0.083 0.045 -0.011 0.20
C 1.072288 4.559431 -0.051234 -0.024 -0.075 -0.028 -0.18
C -0.175247 5.167121 -0.119156 0.030 -0.012 0.007 -0.10
C -1.346621 4.418237 -0.179004 -0.001 -0.117 -0.010 -0.20
C -1.243607 3.037428 -0.163238 0.065 0.006 -0.022 0.27
N -0.021064 2.495518 -0.093546 -0.061 -0.219 0.463 -0.49
C -2.336079 2.035132 -0.229202 0.044 0.041 0.009 0.14
C -3.673035 2.366339 -0.298590 0.082 -0.083 0.020 -0.18
C -4.625084 1.354120 -0.352694 0.027 -0.022 0.004 -0.09
C -4.215262 0.034066 -0.336773 0.021 0.033 0.015 -0.21
C -2.861009 -0.248119 -0.268466 -0.038 -0.054 -0.003 0.10
N -1.952141 0.722282 -0.220570 0.391 0.158 0.054 -0.45
H 5.202371 -0.196790 0.352084 -0.001 -0.023 0.010 0.27
H 5.688322 2.249780 0.311488 0.013 0.008 -0.009 0.26
H 3.801784 3.849604 0.133962 -0.008 0.016 0.005 0.25
H 2.832178 -0.947365 0.160984 0.034 -0.039 0.001 0.25
H 1.970065 5.157707 -0.008834 0.014 0.002 0.001 0.26
H -0.237276 6.246670 -0.128381 -0.002 0.010 0.002 0.26
H -2.306986 4.908250 -0.235664 -0.011 0.009 -0.005 0.25
H -3.976387 3.402691 -0.305644 0.007 0.018 0.003 0.25
H -5.676165 1.602337 -0.403082 -0.011 0.005 -0.007 0.26
H -4.926805 -0.777404 -0.374384 0.003 -0.017 -0.001 0.26
H -2.481959 -1.258927 -0.249692 -0.007 -0.039 0.006 0.24
C 0.356824 -4.531115 -2.262740 0.006 0.042 -0.041 -0.42
N 0.005148 -4.117985 -0.916718 0.102 0.044 -0.106 -0.36
C -0.546431 -5.073058 0.049152 -0.074 -0.063 0.142 -0.22
C -0.808354 -4.196224 1.288521 -0.025 -0.117 -0.045 -0.23
N -0.631410 -2.841273 0.756348 -0.124 -0.171 -0.576 -0.59
C -0.100497 -2.880025 -0.464200 -0.240 -0.327 0.665 0.35
S 0.374304 -1.519078 -1.399354 -0.008 0.448 0.092 -0.14
H 0.880762 -5.482417 -2.209224 0.026 0.000 -0.008 0.24
H 1.013701 -3.793783 -2.718462 -0.001 -0.020 -0.016 0.23
H -0.538033 -4.650513 -2.875786 0.014 -0.009 -0.011 0.22
H 0.173762 -5.868242 0.236878 -0.032 0.003 -0.008 0.23
H -1.458848 -5.517932 -0.353402 0.009 0.023 0.004 0.22
H -0.092312 -4.386962 2.087820 0.011 0.034 -0.018 0.23
H -1.814038 -4.323616 1.682555 0.034 -0.022 0.017 0.23
H -0.536907 -2.004208 1.346512 0.179 -0.001 0.187 0.46
S 2.521950 -0.184273 3.398464 -0.141 -0.056 -0.083 -0.11
C 1.127835 -0.433965 2.646410 0.157 0.119 0.065 0.14
N 0.113033 -0.599524 2.050482 -0.029 0.296 0.219 -0.84